ORCA calculation (wB97M-V/def2-TZVPD) on a cluster of 2 separate species, C5H13OS in total.

Bonds (Å) are listed after each position.
Cartesian coordinates (Å):
1 C -1.622 0.839 1.544  C4 1.454, H8 1.134, H9 1.129, H10 1.151
2 C 1.476 1.617 -1.401  S7 1.818, H11 1.082, H12 1.097, H13 1.134
3 C 1.580 -0.830 -0.134  S7 1.781, H14 1.101, H15 1.191, H16 1.174
4 C -1.394 -0.586 1.727  C1 1.454, C5 1.349, H18 1.089
5 C -1.774 -1.612 0.938  C4 1.349, H19 1.062, H20 1.071
6 O 0.519 -0.479 -2.464  S7 1.593, H17 0.972
7 S 0.419 0.188 -1.020  C2 1.818, C3 1.781, O6 1.593
8 H -2.519 1.034 2.211  C1 1.134
9 H -0.986 1.683 1.942  C1 1.129
10 H -1.984 1.033 0.469  C1 1.151
11 H 1.746 2.020 -0.434  C2 1.082
12 H 1.240 2.390 -2.143  C2 1.097
13 H 2.483 1.284 -1.803  C2 1.134
14 H 1.412 -0.981 0.944  C3 1.101
15 H 2.730 -0.534 -0.217  C3 1.191
16 H 1.547 -1.812 -0.776  C3 1.174
17 H 0.136 -0.062 -3.254  O6 0.972
18 H -0.718 -0.937 2.505  C4 1.089
19 H -2.384 -1.639 0.069  C5 1.062
20 H -1.907 -2.613 1.294  C5 1.071

Calculated values
Maximum force ... 3.96 eV/Å
Highest occupied orbital energy ... -12.80 eV
Kohn-Sham gap ... 8.68 eV
ΔE to the lowest compared entry with this formula, charge and spin ... 207.19 kJ/mol
Total charge ... +1

=====

ORCA calculation (wB97M-V/def2-TZVPD) on the molecule C4H6N2O.

Bonds (Å) are listed after each position.
Cartesian coordinates (Å):
1 C 0.945 -1.576 1.224  C2 1.486, H8 1.089, H9 1.093, H10 1.098
2 C 0.396 -0.301 0.694  C1 1.486, N3 1.310, C7 1.407
3 N 0.849 0.854 1.115  C2 1.310, O4 1.440
4 O 0.198 1.847 0.300  N3 1.440, C5 1.321
5 C -0.536 1.177 -0.571  O4 1.321, N6 1.342, C7 1.377
6 N -0.906 1.530 -1.811  C5 1.342, H11 1.043, H12 1.013
7 C -0.584 -0.174 -0.308  C2 1.407, C5 1.377, H13 1.080
8 H 1.605 -1.371 2.066  C1 1.089
9 H 0.116 -2.218 1.531  C1 1.093
10 H 1.502 -2.108 0.442  C1 1.098
11 H -0.910 0.552 -2.172  N6 1.043
12 H -1.168 2.446 -2.154  N6 1.013
13 H -1.505 -0.730 -0.401  C7 1.080

Calculated values
Maximum force ... 2.77 eV/Å
Highest occupied orbital energy ... -8.37 eV
SMILES ... Cc1cc(N)on1
Kohn-Sham gap ... 9.22 eV
ΔE to the lowest compared entry with this formula, charge and spin ... 306.12 kJ/mol

=====

ORCA calculation (wB97M-V/def2-TZVPD) on a cluster of 2 separate species, C4H11OS in total.

Bonds (Å) are listed after each position.
Cartesian coordinates (Å):
1 C -3.315 0.675 1.165  C2 1.540, H4 1.086, H5 1.161, H6 1.108
2 C -1.897 0.376 0.643  C1 1.540, S3 1.880, H7 1.102, H8 1.073
3 S -1.905 -0.891 -0.745  C2 1.880
4 H -3.709 -0.238 1.602  C1 1.086
5 H -4.051 0.839 0.282  C1 1.161
6 H -3.486 1.460 1.927  C1 1.108
7 H -1.456 1.352 0.382  C2 1.102
8 H -1.203 -0.017 1.362  C2 1.073
9 H 0.018 -0.004 -1.443  O11 1.028
10 C 1.863 -0.634 -0.549  O11 1.431, C12 1.526, H13 1.081, H14 1.105
11 O 1.040 0.105 -1.456  H9 1.028, C10 1.431
12 C 3.339 -0.270 -0.683  C10 1.526, H15 1.170, H16 1.107, H17 1.115
13 H 1.783 -1.706 -0.663  C10 1.081
14 H 1.629 -0.329 0.487  C10 1.105
15 H 4.048 -0.956 -0.052  C12 1.170
16 H 3.772 0.732 -0.502  C12 1.107
17 H 3.531 -0.496 -1.758  C12 1.115

Calculated values
Maximum force ... 2.59 eV/Å
Highest occupied orbital energy ... -2.75 eV
Kohn-Sham gap ... 6.57 eV
ΔE to the lowest compared entry with this formula, charge and spin ... 92.01 kJ/mol
Total charge ... -1

=====

> Which value of maximum force does entry 2 give?

2.77 eV/Å